Entry 1:
{
  "formula": "C22H28ClF3N2O4Tm",
  "method": "ωB97M-V/def2-TZVPD",
  "multiplicity": 3,
  "orbital_gap_ev": [3.0, 4.4],
  "largest_force_ha_per_bohr": 0.06557,
  "total_charge": -1,
  "species": ["Tm", "Cl", "N", "N", "C", "C", "C", "C", "C", "C", "H", "H", "H", "H", "H", "H", "C", "C", "C", "C", "H", "H", "H", "H", "H", "H", "O", "H", "H", "O", "H", "H", "C", "C", "C", "H", "H", "C", "C", "H", "C", "C", "C", "C", "H", "C", "H", "H", "H", "H", "H", "H", "H", "H", "F", "C", "F", "F", "C", "O", "O"],
  "positions_angstrom": [[-0.021, 0.009, 1.321], [0.249, 0.051, 3.746], [-0.295, 2.359, 1.001], [-0.362, -2.335, 1.019], [-0.971, 2.977, 0.039], [-1.028, -2.958, 0.053], [0.611, 3.399, 1.609], [0.731, 4.390, 0.449], [1.961, 2.849, 2.053], [-0.094, 4.043, 2.793], [2.454, 2.307, 1.243], [1.855, 2.173, 2.911], [2.604, 3.693, 2.334], [-1.027, 4.530, 2.479], [0.559, 4.813, 3.219], [-0.321, 3.302, 3.567], [0.506, -3.387, 1.664], [0.625, -4.405, 0.528], [-0.242, -3.989, 2.847], [1.859, -2.863, 2.130], [2.388, -2.358, 1.318], [2.472, -3.719, 2.445], [1.757, -2.162, 2.971], [-1.182, -4.454, 2.518], [-0.463, -3.227, 3.605], [0.381, -4.771, 3.298], [-0.569, -4.154, -0.281], [0.596, -5.451, 0.852], [1.495, -4.217, -0.115], [-0.500, 4.155, -0.334], [1.575, 4.166, -0.217], [0.733, 5.445, 0.743], [-2.221, 2.491, -0.603], [-2.257, -2.466, -0.629], [-1.986, -1.207, -1.400], [-2.972, -2.247, 0.179], [-2.659, -3.274, -1.243], [-2.121, 0.010, -0.726], [-1.973, 1.236, -1.385], [-2.460, 0.001, 0.327], [-1.582, 1.239, -2.728], [-1.369, 0.021, -3.369], [-1.317, 2.542, -3.428], [-1.595, -1.205, -2.743], [-0.946, 0.024, -4.388], [-1.344, -2.500, -3.455], [-1.077, -2.313, -4.499], [-2.221, -3.166, -3.437], [-0.510, -3.035, -2.979], [-2.197, 3.210, -3.415], [-1.037, 2.366, -4.473], [-0.490, 3.075, -2.933], [-2.640, 3.301, -1.201], [-2.909, 2.267, 0.223], [3.944, -1.213, -1.698], [3.673, -0.095, -0.974], [4.495, -0.081, 0.101], [3.971, 0.981, -1.749], [2.173, -0.066, -0.539], [1.286, -0.084, -1.392], [2.001, -0.025, 0.746]],
  "atomic_forces_ev_per_a": [[-2.2, 0.0, -0.9], [0.1, 0.0, 1.8], [-1.2, 1.7, -1.0], [-1.2, -1.8, -1.0], [1.3, -1.5, 1.7], [1.3, 1.6, 1.7], [-0.2, -0.4, -0.5], [-0.5, -0.2, -0.5], [0.2, 0.1, -0.2], [-0.3, 0.2, 0.1], [-0.1, 0.0, 0.1], [0.0, 0.2, -0.2], [-0.1, -0.1, 0.1], [0.1, -0.1, 0.1], [-0.1, 0.0, 0.1], [0.1, 0.1, -0.2], [-0.1, 0.5, -0.4], [-0.3, 0.2, -0.3], [-0.3, -0.1, 0.1], [0.2, -0.1, -0.2], [-0.1, 0.0, 0.1], [-0.1, 0.2, 0.1], [0.0, -0.2, -0.3], [0.1, 0.1, 0.1], [0.1, -0.1, -0.2], [-0.1, 0.1, 0.0], [0.3, -1.3, 0.0], [0.0, 0.2, -0.1], [-0.1, 0.0, 0.1], [0.6, 1.3, 0.2], [-0.1, 0.0, 0.2], [0.0, -0.2, -0.1], [0.4, 0.1, 0.2], [0.4, -0.2, 0.2], [0.2, -0.4, -1.1], [-0.2, 0.1, -0.1], [0.0, 0.1, 0.0], [-0.3, 0.1, 1.5], [0.2, 0.2, -1.1], [-0.2, 0.0, -0.4], [-0.2, 0.5, 1.1], [0.3, 0.0, -1.2], [0.1, 0.2, -0.1], [-0.2, -0.4, 1.2], [-0.3, 0.0, 0.5], [0.2, -0.2, -0.1], [0.0, -0.1, 0.1], [0.2, 0.2, 0.0], [-0.2, 0.0, -0.2], [0.3, -0.2, 0.0], [-0.1, 0.1, 0.2], [-0.2, 0.0, -0.2], [0.0, 0.0, -0.1], [-0.2, 0.0, -0.1], [0.0, 0.6, 0.4], [-0.2, 0.0, 0.0], [-0.2, 0.0, -0.9], [0.0, -0.6, 0.4], [-0.9, 0.0, 1.1], [1.0, 0.0, 0.4], [2.5, -0.1, -2.2]]
}

***

Entry 2:
{
  "formula": "C18H45Cs4N3O4S",
  "method": "ωB97M-V/def2-TZVPD",
  "multiplicity": 1,
  "orbital_gap_ev": 3.6,
  "largest_force_ha_per_bohr": 0.08251,
  "total_charge": 2,
  "species": ["Cs", "Cs", "Cs", "Cs", "S", "O", "O", "O", "O", "C", "C", "N", "C", "C", "C", "C", "H", "H", "H", "H", "H", "H", "H", "H", "H", "H", "H", "H", "H", "H", "H", "C", "C", "N", "C", "C", "C", "C", "H", "H", "H", "H", "H", "H", "H", "H", "H", "H", "H", "H", "H", "H", "H", "C", "C", "N", "C", "C", "C", "C", "H", "H", "H", "H", "H", "H", "H", "H", "H", "H", "H", "H", "H", "H", "H"],
  "positions_angstrom": [[9.937, 0.271, 0.418], [6.770, -4.938, 0.874], [5.369, -0.524, -4.973], [4.128, 5.554, 0.608], [4.477, 0.218, 0.490], [3.797, -0.705, -0.476], [3.490, 1.039, 1.181], [5.286, -0.494, 1.490], [5.374, 1.089, -0.234], [-2.279, 2.598, -0.759], [-3.857, 2.719, -0.610], [-4.524, 1.716, 0.208], [-4.113, 1.866, 1.656], [-5.224, 1.339, 2.566], [-4.296, 0.314, -0.303], [-4.972, 0.115, -1.687], [-1.801, 2.631, 0.220], [-1.826, 3.429, -1.299], [-2.093, 1.648, -1.260], [-4.093, 3.716, -0.237], [-4.426, 2.786, -1.537], [-3.174, 1.349, 1.851], [-3.957, 2.920, 1.889], [-6.189, 1.783, 2.321], [-5.298, 0.251, 2.581], [-5.047, 1.530, 3.624], [-4.745, -0.389, 0.398], [-3.255, -0.008, -0.295], [-4.562, 0.776, -2.451], [-6.028, 0.384, -1.724], [-4.887, -0.810, -2.257], [1.561, 1.774, -8.831], [0.995, 0.455, -9.383], [1.149, -0.607, -8.334], [1.604, -1.837, -9.060], [2.845, -1.639, -9.884], [-0.127, -0.778, -7.534], [-0.009, -1.745, -6.349], [1.031, 2.037, -7.916], [1.470, 2.599, -9.538], [2.602, 1.705, -8.516], [-0.060, 0.614, -9.604], [1.424, 0.187, -10.348], [1.720, -2.652, -8.346], [0.726, -2.079, -9.660], [2.632, -1.391, -10.924], [3.424, -0.759, -9.602], [3.469, -2.531, -9.839], [-0.764, -1.177, -8.324], [-0.520, 0.218, -7.331], [0.303, -2.782, -6.475], [-0.937, -1.823, -5.782], [0.745, -1.365, -5.661], [1.270, 1.229, 7.091], [1.660, 0.402, 8.289], [0.877, -0.838, 8.383], [-0.423, -0.485, 8.913], [-1.342, -1.688, 8.500], [1.568, -1.835, 9.256], [1.967, -3.104, 8.466], [2.134, 1.730, 6.653], [0.470, 1.940, 7.294], [0.741, 0.633, 6.347], [2.653, 0.019, 8.052], [1.644, 0.898, 9.259], [-0.449, -0.351, 9.995], [-0.761, 0.506, 8.609], [-0.786, -2.623, 8.565], [-2.167, -1.684, 9.212], [-1.806, -1.602, 7.517], [0.949, -2.159, 10.092], [2.446, -1.371, 9.707], [1.081, -3.448, 7.932], [2.315, -3.874, 9.155], [2.692, -2.893, 7.681]],
  "atomic_forces_ev_per_a": [[-0.5, 0.2, 0.2], [-0.5, 0.3, 0.2], [-0.4, 0.1, 0.3], [-0.1, -0.6, 0.1], [-2.0, -1.0, 0.4], [0.6, -0.2, 0.1], [-1.0, 0.7, 0.5], [1.1, -1.7, 0.7], [2.7, 2.2, -2.4], [-1.6, -0.1, 0.0], [0.5, 0.8, -0.2], [1.1, -0.6, 0.7], [-1.0, -0.7, -0.7], [0.2, -0.3, 0.5], [-1.1, 0.2, -0.1], [0.2, 0.9, -0.8], [-0.1, -0.4, 0.1], [-0.3, -0.1, -0.4], [0.5, 0.1, 0.0], [0.1, 0.0, 0.7], [0.6, -0.5, -0.6], [0.2, -0.1, 0.1], [0.0, 0.1, -0.3], [0.1, -0.1, -0.2], [-0.2, -0.1, -0.6], [0.3, 0.5, 0.0], [-0.3, 0.2, 0.1], [0.4, 0.3, -0.3], [0.4, 0.5, 0.2], [-0.1, -0.1, 0.6], [0.2, -0.7, 1.0], [-0.1, -0.1, 0.0], [-0.1, 0.5, 1.4], [1.1, 0.3, -0.2], [-1.7, 0.7, 1.2], [0.4, 0.3, -0.5], [1.2, -1.2, -2.2], [0.3, 0.7, 0.7], [-0.2, 0.1, -0.1], [-0.1, 0.0, 0.0], [0.2, -0.3, -0.3], [-0.3, 0.0, 0.0], [0.2, -0.1, 0.3], [0.1, 0.1, 0.1], [0.1, -0.7, -0.6], [-0.1, -0.5, -0.1], [0.1, -0.1, 0.6], [0.1, 0.1, -0.2], [-1.0, -0.3, 0.3], [0.2, -0.1, 0.6], [-0.1, 0.1, -1.0], [-0.1, 0.3, -0.1], [0.0, 0.3, 0.2], [-1.2, 0.6, -0.2], [0.8, -1.7, -0.8], [0.5, 0.9, 0.9], [-1.0, -1.8, -0.7], [-0.6, 1.4, 1.0], [0.0, -0.3, -0.8], [-0.5, 0.7, 0.1], [-0.2, 0.1, 0.0], [0.3, 0.6, 0.4], [0.7, -0.5, -0.2], [0.4, 0.4, 0.4], [0.2, 0.5, 0.0], [0.3, -0.4, 0.5], [-0.1, -0.2, -0.8], [-0.2, 0.1, 0.1], [-0.2, -0.5, 0.0], [0.4, 0.1, -0.1], [-0.3, 0.2, 0.0], [0.1, 0.0, 0.0], [0.0, -0.2, 0.1], [0.1, -0.1, -0.2], [0.3, 0.0, 0.2]]
}

***

Entry 3:
{
  "formula": "C19H29CrN5O8S",
  "method": "ωB97M-V/def2-TZVPD",
  "multiplicity": 2,
  "orbital_gap_ev": [8.7, 9.0],
  "largest_force_ha_per_bohr": 0.00305,
  "total_charge": 1,
  "species": ["Cr", "O", "C", "C", "N", "C", "C", "O", "O", "C", "C", "O", "O", "H", "H", "H", "H", "H", "H", "H", "H", "H", "N", "C", "C", "C", "N", "C", "C", "N", "C", "H", "H", "H", "H", "H", "H", "H", "H", "H", "H", "H", "H", "H", "H", "H", "H", "O", "C", "N", "S", "O", "O", "C", "C", "C", "C", "C", "C", "H", "H", "H", "H"],
  "positions_angstrom": [[-0.037, -1.097, -0.039], [-1.668, -2.246, -0.127], [-1.842, -2.764, -1.460], [-0.555, -3.475, -1.808], [0.599, -2.602, -1.479], [1.736, -3.322, -0.848], [2.146, -2.577, 0.411], [3.291, -2.402, 0.759], [1.105, -2.103, 1.066], [1.108, -1.809, -2.623], [1.904, -0.670, -2.006], [3.018, -0.322, -2.326], [1.255, -0.106, -1.014], [-2.436, -1.630, 0.129], [-2.042, -1.935, -2.145], [-2.683, -3.456, -1.478], [-0.546, -3.769, -2.860], [-0.481, -4.376, -1.202], [2.580, -3.418, -1.529], [1.425, -4.320, -0.539], [0.271, -1.366, -3.164], [1.719, -2.410, -3.296], [3.572, 0.848, 0.454], [2.473, 0.756, 1.481], [1.364, 1.746, 1.178], [0.163, 1.399, 2.057], [-0.393, 0.032, 1.752], [0.585, 1.521, 3.526], [1.822, 0.672, 3.875], [1.451, -0.755, 3.863], [2.981, 0.940, 2.900], [3.197, 0.674, -0.498], [4.273, 0.122, 0.622], [4.032, 1.759, 0.462], [2.113, -0.260, 1.370], [1.089, 1.758, 0.129], [1.689, 2.758, 1.444], [-0.622, 2.123, 1.842], [-1.404, 0.079, 1.863], [-0.038, -0.592, 2.489], [-0.234, 1.229, 4.187], [0.800, 2.574, 3.729], [2.155, 0.967, 4.872], [1.334, -1.122, 4.797], [2.121, -1.341, 3.379], [3.804, 0.257, 3.129], [3.342, 1.964, 3.038], [-3.211, -0.313, 0.300], [-2.677, 0.426, -0.548], [-1.383, 0.319, -0.915], [-1.008, 1.411, -2.119], [-0.663, 0.686, -3.312], [-0.100, 2.413, -1.640], [-2.626, 2.096, -2.225], [-3.094, 3.092, -3.057], [-4.426, 3.458, -2.904], [-5.241, 2.846, -1.954], [-4.748, 1.844, -1.128], [-3.421, 1.481, -1.281], [-2.457, 3.564, -3.792], [-4.839, 4.234, -3.535], [-6.273, 3.155, -1.863], [-5.369, 1.355, -0.390]],
  "atomic_forces_ev_per_a": [[-0.1, 0.1, 0.0], [0.0, 0.0, 0.0], [0.0, 0.0, 0.0], [0.0, 0.0, 0.0], [0.0, 0.0, 0.0], [0.0, 0.0, 0.0], [0.0, 0.0, 0.0], [0.0, 0.0, 0.0], [0.1, -0.1, -0.1], [0.0, 0.0, 0.0], [0.0, 0.0, 0.0], [0.0, 0.0, 0.0], [0.0, -0.1, 0.1], [0.0, 0.0, 0.0], [0.0, 0.0, 0.0], [0.0, 0.0, 0.0], [0.0, 0.0, 0.0], [0.0, 0.0, 0.0], [0.0, 0.0, 0.0], [0.0, 0.0, 0.0], [0.0, 0.0, 0.0], [0.0, 0.0, 0.0], [0.0, 0.0, 0.0], [0.0, 0.0, 0.0], [0.0, 0.0, 0.0], [0.1, 0.0, 0.0], [-0.1, 0.0, 0.0], [0.0, -0.1, 0.0], [0.0, 0.0, 0.0], [0.0, 0.0, -0.1], [0.0, 0.0, 0.0], [0.0, 0.0, 0.0], [0.0, 0.0, 0.0], [0.0, 0.0, 0.0], [0.0, 0.0, 0.0], [0.0, 0.0, 0.0], [0.0, 0.0, 0.0], [0.0, 0.0, 0.0], [0.0, 0.0, 0.0], [0.0, 0.0, 0.0], [0.0, 0.0, 0.0], [0.0, 0.0, 0.0], [0.0, 0.0, 0.0], [0.0, 0.0, 0.0], [0.0, 0.0, 0.0], [0.0, 0.0, 0.0], [0.0, 0.0, 0.0], [0.0, 0.0, 0.0], [0.0, 0.0, 0.0], [0.0, 0.0, -0.1], [0.0, 0.0, 0.0], [0.0, 0.0, 0.0], [0.0, 0.0, 0.0], [0.0, 0.0, 0.0], [0.0, 0.0, 0.0], [0.0, 0.0, 0.0], [0.0, 0.0, 0.0], [0.0, 0.0, 0.0], [0.0, 0.0, 0.0], [0.0, 0.0, 0.0], [0.0, 0.0, 0.0], [0.0, 0.0, 0.0], [0.0, 0.0, 0.0]]
}